This record from the OMol25 dataset describes a cluster of 2 separate species, CH5O2 in total. The level of theory is ωB97M-V with the def2-TZVPD basis set.

Values from the calculation:
total charge: -1
max |F|: 1.0 eV/Å
ΔE to the lowest compared entry with this formula, charge and spin: 1.2 kcal/mol

```
8
CH5O2 ωB97M-V with the def2-TZVPD basis set
C -0.86125 -0.31698 -0.60459
O -0.70961 -0.41978 0.72590
H -1.57347 -1.03947 -1.06593
H 0.03784 -0.53471 -1.25765
H -1.14245 0.69142 -0.97483
H 2.15785 0.31839 0.91201
H 0.61488 0.40215 1.00525
O 1.47621 0.89897 1.25984
```



This record from the OMol25 dataset describes a structure of composition C4H6F10HfN4O18S6. The level of theory is ωB97M-V with the def2-TZVPD basis set.

Values from the calculation:
total charge: 0
max |F|: 13.8 eV/Å

```
49
C4H6F10HfN4O18S6 ωB97M-V with the def2-TZVPD basis set
Hf 0.43716 0.08025 -0.36917
C -3.35166 0.60836 -2.70180
F -3.17759 -0.74492 -2.67439
F -3.35931 0.84080 -3.99422
F -4.58686 0.93920 -2.12082
S -1.96866 1.43474 -1.74191
O -0.60432 1.08612 -2.21403
O -2.21949 2.86368 -1.69494
O -1.79814 0.74991 -0.48008
C 1.27408 -1.81576 -4.51060
F 0.26965 -2.71416 -4.79370
F 2.44155 -2.22122 -5.02363
F 0.98669 -0.66666 -4.91006
S 1.45433 -1.78907 -2.55666
O 1.97923 -3.07536 -2.00188
O 2.01119 -0.51823 -2.07878
O 0.12359 -1.59096 -2.04803
N 2.00815 -0.96896 0.77413
S 2.21702 -2.48386 1.38703
O 1.66934 -2.72878 2.72003
O 3.25410 -3.36495 0.88976
F 0.88316 -2.98684 0.54552
S 3.59361 -0.66288 1.35455
O 4.63647 -0.96374 0.44083
O 3.87068 -0.64969 2.80234
F 3.41942 0.91864 1.00494
N 0.79602 2.28551 -0.00673
S 0.09154 3.62597 0.81502
O -0.56504 4.70264 0.06926
O 0.71335 3.88970 2.10288
F -1.27508 2.83618 1.23285
S 1.78841 3.27644 -0.51599
O 2.91816 3.57921 0.34992
O 1.39865 4.16635 -1.59415
F 2.46700 2.07321 -1.35181
C -1.10611 1.03896 4.14641
N -0.07243 0.58523 3.18874
O 0.98889 0.29250 3.62896
O -0.31077 0.49681 2.03301
H -0.96744 0.55368 5.11253
H -2.04406 0.60887 3.79519
H -1.15878 2.12367 4.23982
C -3.34444 -2.43161 0.80718
N -1.95630 -1.95879 1.14158
O -1.59211 -1.97145 2.32147
O -1.19350 -1.60991 0.21366
H -3.42195 -2.52892 -0.27570
H -4.09373 -1.80127 1.28607
H -3.52377 -3.40877 1.25562
```



This record from the OMol25 dataset describes a cluster of 2 separate species, C37H36FN2O in total. The level of theory is ωB97M-V with the def2-TZVPD basis set.

Values from the calculation:
total charge: +1
max |F|: 1.4 eV/Å
ΔE to the lowest compared entry with this formula, charge and spin: 4.7 kcal/mol

```
77
C37H36FN2O ωB97M-V with the def2-TZVPD basis set
C -2.08691 2.00274 8.54580
O -2.65669 1.64233 7.26239
C -1.94842 1.79306 6.12055
C -2.64457 1.48356 4.92009
C -2.04704 1.67426 3.70434
C -0.70406 2.16688 3.59636
C -0.14863 2.35944 2.30472
C 0.85266 3.28730 1.94162
C 1.31703 3.29790 0.58705
C 2.39023 4.08250 0.20993
C 3.06744 4.87685 1.14396
C 4.27948 5.64055 0.70469
C 2.56482 4.96875 2.44932
C 1.44489 4.24207 2.83106
C 0.00569 2.38834 4.81650
C -0.61232 2.28282 6.04754
H -2.86312 1.67596 9.24030
H -1.14280 1.47085 8.74834
H -1.93448 3.09083 8.62567
H -3.66155 1.10865 5.02576
H -2.60135 1.46428 2.79182
H -0.60729 1.78326 1.49887
H 0.82257 2.64799 -0.13575
H 2.75473 4.06316 -0.81911
H 4.82555 6.04520 1.56241
H 4.95262 4.99965 0.12143
H 3.99282 6.47659 0.05164
H 3.07453 5.61145 3.17123
H 1.02157 4.38801 3.82187
H 1.07050 2.62135 4.79102
H -0.08632 2.53574 6.97325
F -1.14108 0.54818 -2.65016
C -0.89292 -0.85689 -2.67969
C -2.17195 -1.56050 -3.17236
C -3.23282 -0.85505 -3.75963
C -4.35387 -1.54936 -4.22332
C -4.41586 -2.94281 -4.12185
C -3.37368 -3.64898 -3.51321
C -2.26855 -2.94599 -3.03011
C 0.31857 -1.08179 -3.59563
C 0.23293 -1.85747 -4.75374
C 1.38019 -2.10252 -5.52333
C 2.58724 -1.49822 -5.19399
C 2.65928 -0.66342 -4.07592
C 1.52270 -0.43572 -3.29676
C -0.62957 -1.24047 -1.18971
C -1.86935 -1.11688 -0.27675
C -1.90054 -2.34974 0.62037
C -0.62334 -3.12225 0.31634
N -0.18062 -2.62418 -1.00481
C 1.13729 -3.00109 -1.34792
C 2.21374 -2.38398 -0.70480
C 3.50602 -2.67860 -1.14002
N 3.72426 -3.55892 -2.11660
C 2.71168 -4.21622 -2.68347
C 1.38792 -4.00153 -2.29564
H -3.16817 0.23074 -3.86193
H -5.17822 -0.99400 -4.68061
H -5.27199 -3.48596 -4.51962
H -3.38879 -4.73707 -3.41495
H -1.45862 -3.49151 -2.54344
H -0.72246 -2.28862 -5.05183
H 1.30817 -2.76696 -6.38801
H 3.48003 -1.67780 -5.79694
H 3.60155 -0.18470 -3.80445
H 1.57553 0.24754 -2.44649
H 0.14681 -0.55205 -0.80231
H -1.75258 -0.20227 0.31638
H -2.79231 -1.01458 -0.85422
H -1.93818 -2.08506 1.67991
H -2.76399 -2.98117 0.39971
H 0.14469 -2.90490 1.07874
H -0.74340 -4.21570 0.27774
H 2.02998 -1.66062 0.08195
H 4.36110 -2.18212 -0.68482
H 2.94678 -4.93676 -3.46626
H 0.56484 -4.54442 -2.76048
```



Lowest unoccupied orbital energy values (in eV) by entry order: 4.84 -2.59 -5.41.
Frontier orbital gap values (in eV) by entry order: 7.55 8.92 5.03.
E_tot values (in eV) by entry order: -5212.8902 -140541.8958 -46691.1112.